Formula: C19H20As2CoF5IO2
Source: OMol25
Level of theory: the ωB97M-V functional and the def2-TZVPD basis

Results
total charge	+1
2S+1	5
F_max	1.2	eV/A
total energy	-205102.106	eV
energy above the lowest of the compared OMol25 structures with the same formula, charge and spin	507.4	kJ/mol

```
50
Properties=species:S:1:pos:R:3:nbo_charge:R:1
I 4.10261 -0.76439 4.89822 0.21
As -2.76944 -0.23937 -0.61989 0.91
As 2.53942 -0.75162 -1.63491 1.12
Co -0.89789 -1.83781 -0.51062 1.14
F -0.51294 -3.66051 1.07934 -0.36
F -1.42783 -2.09310 2.32690 -0.32
F -3.86055 -2.60713 1.26839 -0.32
F -2.93507 -4.49116 1.76243 -0.29
F -2.94502 -3.82770 -0.30030 -0.33
O 0.40382 1.07856 -2.04060 -0.50
O -0.17889 -1.08592 -2.00551 -0.78
C 0.85706 -0.27848 1.26872 -0.13
C -0.30275 3.00090 0.42771 -0.18
C 2.66968 -0.59945 3.38126 -0.13
C -1.50483 -2.66663 1.11096 0.27
C -2.83049 -3.42430 0.99443 0.90
C 1.73816 0.43101 3.41117 -0.25
C 0.75928 2.99653 -0.49932 -0.28
C 3.66620 0.65009 -0.87001 -1.00
C -0.02461 -0.09387 0.10418 -0.18
C 0.48563 -0.13226 -1.35041 0.43
C -1.25287 0.74139 0.14748 -0.32
C 2.68638 -0.33751 -3.53466 -0.98
C 1.00235 2.22807 -1.59864 0.15
C 2.64135 -1.52922 2.35187 -0.24
C 0.82834 0.57248 2.38071 -0.11
C -4.33893 0.45026 0.32666 -0.92
C 1.74234 -1.37005 1.31513 -0.19
C -2.98977 0.69440 -2.32860 -0.93
C -1.34426 2.05831 0.47995 -0.22
H 4.70479 0.32803 -0.98050 0.26
H 0.09794 1.36334 2.43531 0.22
H 1.88595 -0.85230 -4.06248 0.26
H 1.68363 -2.15061 0.56674 0.22
H -4.47971 1.50305 0.09148 0.24
H -2.16020 0.44090 -2.98345 0.25
H -0.41897 3.90987 1.00556 0.23
H -3.92243 0.36195 -2.78335 0.25
H -4.24172 0.29656 1.39822 0.25
H -3.02571 1.77070 -2.16968 0.23
H 3.64390 -0.70659 -3.90255 0.26
H -2.33035 2.43291 0.74908 0.23
H 3.45699 0.77161 0.19160 0.25
H 2.62677 0.73222 -3.72192 0.24
H 1.71928 1.11466 4.24883 0.24
H -5.20017 -0.11344 -0.02920 0.26
H 1.68933 2.61299 -2.34353 0.20
H 3.55043 1.60264 -1.37932 0.24
H 3.29850 -2.38784 2.37529 0.24
H 1.41526 3.85782 -0.44822 0.24
```